This record from the Open Molecules 2025 dataset describes 15 unconnected molecules or ions with the total composition C18H66O23 at a distorted geometry. The level of theory is ωB97M-V/def2-TZVPD.

Properties
**Lowest unoccupied orbital energy**: 0.0 eV
**HOMO**: -9.49 eV
**Energy**: -2455.7824 a.u.
**Maximum force**: 1.79 eV/Å
**Kohn-Sham gap**: 9.53 eV
**Charge**: 0

Geometry (Å):
C  -4.560  0.356  2.554
C  -6.053  0.729  2.512
O  -6.386  1.635  3.542
O  -3.794  1.505  2.196
H  -4.290  -0.453  1.874
H  -4.367  0.056  3.576
H  -6.610  -0.196  2.655
H  -6.269  1.089  1.507
H  -5.877  2.449  3.372
H  -2.846  1.282  2.337
C  5.891  -1.921  1.163
C  4.740  -1.054  1.652
O  3.643  -1.040  0.733
O  6.549  -1.305  0.083
H  5.432  -2.814  0.722
H  6.540  -2.232  1.980
H  5.103  -0.070  1.961
H  4.324  -1.511  2.549
H  3.969  -0.525  -0.039
H  7.246  -0.736  0.432
C  5.576  0.881  -2.943
C  4.128  0.639  -2.729
O  3.866  0.678  -1.322
O  6.449  -0.185  -2.644
H  5.908  1.819  -2.504
H  5.657  1.045  -4.025
H  3.887  -0.394  -3.007
H  3.442  1.348  -3.207
H  3.539  1.540  -1.051
H  6.318  -0.578  -1.758
C  0.775  0.212  0.007
C  -0.652  0.175  -0.356
O  -1.308  1.331  0.119
O  1.011  -0.474  1.197
H  1.147  1.244  0.061
H  1.388  -0.197  -0.789
H  -1.100  -0.737  0.012
H  -0.675  0.185  -1.451
H  -2.112  1.369  -0.455
H  1.956  -0.705  1.282
C  -0.702  -4.259  2.682
C  -1.048  -3.607  1.360
O  -2.220  -4.178  0.736
O  -0.257  -5.586  2.473
H  -1.608  -4.301  3.273
H  0.046  -3.720  3.276
H  -0.160  -3.658  0.721
H  -1.257  -2.557  1.598
H  -2.118  -5.140  0.850
H  0.616  -5.628  2.069
C  1.689  2.123  3.251
C  0.474  2.902  2.844
O  0.732  4.282  2.659
O  2.053  2.360  4.631
H  2.563  2.315  2.634
H  1.444  1.067  3.307
H  -0.273  2.838  3.633
H  -0.041  2.507  1.968
H  1.094  4.382  1.773
H  1.988  3.330  4.681
C  -0.406  -3.590  -2.476
C  1.034  -3.292  -2.142
O  1.748  -4.428  -1.741
O  -1.080  -2.370  -2.649
H  -0.865  -4.198  -1.687
H  -0.438  -4.225  -3.372
H  1.131  -2.566  -1.337
H  1.445  -2.813  -3.027
H  1.946  -4.995  -2.503
H  -2.004  -2.656  -2.505
C  -4.722  -2.883  -2.320
C  -4.437  -2.161  -1.009
O  -4.617  -2.987  0.098
O  -3.579  -3.604  -2.915
H  -4.930  -2.101  -3.042
H  -5.507  -3.636  -2.221
H  -5.073  -1.279  -0.969
H  -3.436  -1.720  -1.111
H  -3.743  -3.258  0.436
H  -3.389  -4.429  -2.458
O  0.632  -0.257  -3.746
H  1.149  -0.618  -4.480
H  0.087  -1.006  -3.407
O  -1.401  0.446  3.123
H  -1.630  -0.372  3.586
H  -0.652  0.204  2.529
O  -3.465  1.259  -1.589
H  -4.363  1.596  -1.449
H  -3.495  0.824  -2.452
O  -3.985  3.980  0.998
H  -3.086  4.357  1.005
H  -3.996  3.180  1.557
O  -1.087  4.156  0.279
H  -0.159  4.297  0.072
H  -1.237  3.205  0.117
C  2.237  5.612  -0.030
O  1.846  4.251  0.081
H  1.760  6.176  0.778
H  3.291  5.829  0.193
H  2.025  6.058  -1.008
H  2.483  3.702  -0.393
C  -0.420  3.001  -3.086
O  0.913  2.495  -3.308
H  -0.666  2.807  -2.043
H  -0.332  4.080  -3.217
H  -1.072  2.444  -3.783
H  0.946  1.570  -3.592

Mulliken atomic charge list, values in e, 99 entries: number 1, C, carries 0.0167; number 2, C, carries -0.7523; number 3, O, carries -0.5662; number 4, O, carries -0.4365; number 5, H, carries 0.0996; number 6, H, carries 0.2988; number 7, H, carries 0.3785; number 8, H, carries 0.3091; number 9, H, carries 0.3487; number 10, H, carries 0.3139; number 11, C, carries -0.7488; number 12, C, carries -0.4079; number 13, O, carries -0.2140; number 14, O, carries -0.4939; number 15, H, carries 0.2253; number 16, H, carries 0.4324; number 17, H, carries 0.3248; number 18, H, carries 0.4075; number 19, H, carries 0.1357; number 20, H, carries 0.2884; number 21, C, carries -0.5557; number 22, C, carries -0.0534; number 23, O, carries -0.3236; number 24, O, carries -0.5261; number 25, H, carries 0.2581; number 26, H, carries 0.3749; number 27, H, carries 0.1657; number 28, H, carries 0.2264; number 29, H, carries -0.0230; number 30, H, carries 0.3740; number 31, C, carries 0.1950; number 32, C, carries 0.5104; number 33, O, carries 0.7239; number 34, O, carries -0.1950; number 35, H, carries -0.5291; number 36, H, carries 0.2217; number 37, H, carries -0.7242; number 38, H, carries 0.2637; number 39, H, carries -0.0648; number 40, H, carries 0.1853; number 41, C, carries -0.8866; number 42, C, carries 0.9970; number 43, O, carries -0.4418; number 44, O, carries -0.5470; number 45, H, carries 0.4432; number 46, H, carries 0.3240; number 47, H, carries -0.0487; number 48, H, carries -0.4723; number 49, H, carries 0.2747; number 50, H, carries 0.3262; number 51, C, carries 0.1823; number 52, C, carries 0.4442; number 53, O, carries -0.6477; number 54, O, carries -0.6374; number 55, H, carries 0.0958; number 56, H, carries -0.0123; number 57, H, carries 0.3578; number 58, H, carries -0.4034; number 59, H, carries 0.3497; number 60, H, carries 0.3455; number 61, C, carries 0.0140; number 62, C, carries -0.4582; number 63, O, carries -0.5496; number 64, O, carries -0.4221; number 65, H, carries 0.1797; number 66, H, carries 0.3738; number 67, H, carries -0.1064; number 68, H, carries 0.4590; number 69, H, carries 0.3431; number 70, H, carries 0.1797; number 71, C, carries -0.6483; number 72, C, carries 0.6885; number 73, O, carries -0.6201; number 74, O, carries -0.5775; number 75, H, carries 0.3166; number 76, H, carries 0.3577; number 77, H, carries 0.2816; number 78, H, carries -0.4330; number 79, H, carries 0.3724; number 80, H, carries 0.2795; number 81, O, carries -0.5531; number 82, H, carries 0.2567; number 83, H, carries 0.1698; number 84, O, carries -0.6623; number 85, H, carries 0.2164; number 86, H, carries 0.1288; number 87, O, carries -0.4909; number 88, H, carries 0.2292; number 89, H, carries 0.2186; number 90, O, carries -0.6890; number 91, H, carries 0.3177; number 92, H, carries 0.3985; number 93, O, carries -0.6549; number 94, H, carries 0.1942; number 95, H, carries 0.2668; number 96, C, carries -0.7479; number 97, O, carries -0.3226; number 98, H, carries 0.3196; number 99, H, carries 0.3353